ORCA calculation (wB97M-V/def2-TZVPD) on an isolated molecule of C7H12N2O2 at a distorted geometry.

XYZ file:
```
23
Properties=species:S:1:pos:R:3:forces:R:3:lowdin_charge:R:1
C 1.800 0.601 -0.454 1.12 0.86 -2.69 -0.12
C 1.499 -0.846 -0.200 -0.16 0.53 1.29 -0.30
C 0.980 -0.822 1.285 -0.06 0.62 -0.01 -0.05
C 0.367 0.674 1.381 1.71 -2.24 -2.38 -0.01
C -0.499 0.252 -0.948 1.52 -0.83 -2.66 -0.20
C 0.321 -1.038 -1.117 -1.11 -2.21 0.15 -0.11
C -1.879 0.301 -0.404 0.46 1.34 0.23 -0.59
H -3.956 0.294 0.498 1.14 -1.84 -0.33 0.12
H 2.622 1.071 0.103 -0.51 -0.06 0.06 0.14
H 1.983 0.713 -1.569 -0.07 0.27 1.27 0.16
H 2.325 -1.451 -0.484 0.70 -0.83 0.37 0.13
H 1.791 -0.862 2.059 -0.75 -0.47 -0.80 0.12
H 0.204 -1.635 1.371 0.81 1.05 0.45 0.13
H -0.647 0.695 1.598 -1.75 0.22 0.81 0.09
H 1.003 1.334 1.956 -0.12 0.18 0.03 0.12
H 0.081 2.068 -0.155 0.92 -0.77 -0.47 0.20
H -0.533 0.731 -1.952 -0.01 0.13 0.72 0.17
H 0.692 -1.318 -2.142 -0.69 0.71 0.79 0.14
H -0.308 -1.886 -0.740 0.49 0.58 -0.55 0.12
N -2.467 -0.826 -0.164 1.56 0.59 -0.28 -0.02
N 0.466 1.090 -0.132 -1.81 1.42 2.64 -0.04
O -3.661 -0.689 0.452 -2.61 1.75 0.80 -0.10
O -2.185 1.549 -0.240 -0.78 -0.99 0.56 -0.11
```
Positions in Å, forces in eV/Å.

LUMO	0.0088	Eh
energy relative to the best compared isomer or geometry (same formula, charge and spin)	99.94	kcal per mole
E_tot	-533.80068	Eh
HOMO	-0.2649	Ha
SMILES string	[O-]/C(=N\O)[C@@H]1C[C@@H]2CC[N@H+]1C2
gap between HOMO and LUMO	7.45	eV